DFT (ωB97M-V/def2-TZVPD) results for a structure of composition C35H46N6O3P2Pb in a non-equilibrium geometry.

The geometry in XYZ format:
```
93
Properties=species:S:1:pos:R:3:forces:R:3:mulliken_charge:R:1
Pb 0.251253 0.444853 1.830293 -1.3 4.6 0.8 1.339
C -1.815790 2.228661 -6.788431 -0.4 -0.1 0.5 -0.304
C -1.887157 1.016463 -6.225728 -0.4 0.6 0.0 -0.269
C -1.076886 -0.212761 -6.485074 0.4 -0.3 -0.1 -0.382
C 0.276331 -0.023277 -7.211620 -0.2 -0.5 -0.2 -0.918
C 1.219412 0.883498 -6.475486 0.4 0.3 0.3 -0.224
C 1.292076 2.218211 -6.503726 0.3 -0.2 0.1 -0.443
C 0.479028 3.212840 -7.281790 -0.3 0.1 -0.1 -0.511
C -0.874028 2.720807 -7.848507 0.2 0.4 -0.4 -0.858
C 1.773593 0.894610 3.223110 2.0 -0.4 1.8 -1.999
H -2.526656 2.990047 -6.423133 0.3 -0.4 -0.1 0.289
H -2.668142 0.875112 -5.465047 0.3 0.1 -0.3 0.482
H -1.680067 -0.945469 -7.048226 0.1 0.2 0.1 0.355
H -0.878308 -0.691275 -5.509628 0.0 0.1 -0.2 0.041
H 0.746153 -1.023707 -7.289219 -0.2 0.5 0.0 0.398
H 0.103801 0.309242 -8.241329 0.1 -0.1 0.3 0.339
H 1.930008 0.363412 -5.813096 -0.3 0.3 -0.3 0.336
H 2.070360 2.684132 -5.884849 -0.3 -0.2 -0.2 0.354
H 1.083486 3.620383 -8.109200 -0.1 -0.1 0.2 0.332
H 0.282447 4.070514 -6.616156 0.0 -0.2 -0.2 0.306
H -1.342877 3.585376 -8.358790 0.2 -0.4 0.2 0.367
H -0.701009 1.969333 -8.627007 -0.1 0.2 0.2 0.309
H 1.320324 1.664281 3.846702 0.2 0.0 0.0 0.327
H 2.656072 1.228274 2.713465 0.7 0.4 0.1 0.749
H 1.958349 -0.009973 3.797971 0.6 0.3 0.3 0.301
P 2.004046 -0.209809 0.031060 -0.6 0.6 1.2 -0.041
P -1.250798 -0.435157 -0.021065 -0.1 -1.8 0.1 -1.002
N 2.929628 1.127313 -0.377574 0.8 0.8 -0.8 0.706
N 3.123026 -1.376017 0.438649 1.3 -1.5 0.1 0.815
N -1.811044 0.870245 -0.928767 -0.2 0.9 -0.2 0.661
N -2.567151 -1.336437 0.446992 -1.9 -1.3 -0.5 0.517
C 1.131749 -0.751310 -1.426674 -0.4 -0.5 -1.1 -1.569
C -0.249504 -1.419840 -1.135624 0.0 -0.4 -1.2 -0.884
C 2.719763 2.471096 -0.005703 0.5 -0.2 -0.6 -0.455
C 3.580574 3.257464 -0.743416 -0.4 -0.8 0.3 -0.685
C 4.342938 2.389635 -1.599212 -0.4 -0.7 0.3 -0.754
C 3.926796 1.096292 -1.362235 0.0 0.9 0.1 -0.365
C 3.975907 -1.366844 1.569749 -0.3 -0.6 -0.7 -0.477
C 4.581123 -2.601260 1.660215 -0.5 0.6 -0.4 -0.653
C 4.091750 -3.411177 0.579515 -0.3 0.6 -0.2 -0.695
C 3.204318 -2.649822 -0.143452 0.5 0.1 0.6 -0.414
C -2.053638 2.175161 -0.430930 -0.3 -0.2 -0.6 -0.463
C -2.554828 2.945801 -1.460191 0.3 -0.8 0.5 -0.945
C -2.623713 2.120425 -2.631767 0.4 -0.9 0.5 -0.323
C -2.162700 0.864126 -2.281322 -0.3 0.7 -0.2 -0.387
C -3.641911 -1.696656 -0.380836 -0.3 -0.6 0.8 -0.221
C -4.407269 -2.636191 0.277922 0.5 0.6 -0.3 -0.741
C -3.792504 -2.888561 1.552059 0.6 0.6 -0.3 -0.737
C -2.673831 -2.091539 1.638187 -0.3 0.1 -0.6 -0.421
H 1.791893 -1.424562 -1.986942 -0.4 0.2 -0.2 0.740
H 0.980501 0.149771 -2.040413 0.1 -0.1 0.1 0.416
H -0.818718 -1.590755 -2.060750 0.5 -0.2 -0.2 0.761
H -0.117043 -2.399201 -0.641674 -0.1 0.4 0.0 0.330
H 1.975934 2.705063 0.747675 0.2 0.0 -0.2 0.408
H 3.663412 4.334525 -0.676337 0.0 -0.2 0.0 0.455
H 5.115107 2.686029 -2.297445 -0.1 -0.1 0.1 0.448
H 4.244533 0.145166 -1.772057 0.0 0.2 0.0 0.469
H 4.053682 -0.473781 2.174584 0.0 -0.2 -0.1 0.381
H 5.303907 -2.895472 2.409543 -0.1 0.1 -0.1 0.451
H 4.367842 -4.433130 0.356078 -0.1 0.2 0.1 0.440
H 2.607859 -2.878133 -1.014632 0.2 -0.2 0.2 0.358
H -1.831949 2.395722 0.607110 -0.1 0.0 -0.3 0.465
H -2.838217 3.987935 -1.389594 0.1 -0.2 0.0 0.439
H -2.965738 2.412650 -3.617534 0.1 -0.1 0.2 0.387
H -2.046671 -0.039088 -2.871105 -0.1 0.3 0.1 0.486
H -3.764932 -1.212072 -1.339464 -0.1 -0.1 0.1 0.419
H -5.316554 -3.085266 -0.098727 0.1 0.1 0.0 0.434
H -4.141264 -3.566901 2.318717 0.1 0.1 -0.1 0.471
H -1.929849 -1.950142 2.412779 -0.3 -0.1 -0.2 0.388
C -3.101687 -0.016288 6.546400 -0.1 0.3 0.0 -1.207
C -2.327426 -1.285013 6.247883 0.4 -0.5 0.0 -0.890
C -0.809236 -1.181626 5.827886 -0.2 0.4 0.3 2.518
C 0.142829 -0.508073 6.898098 0.1 -0.6 -0.1 -0.971
C 0.112364 0.996784 7.100711 -0.1 0.3 0.0 -0.938
C -0.317829 -2.621267 5.685824 0.3 -1.7 1.3 -0.480
O -0.356322 -3.420697 6.625558 -0.1 1.3 -1.3 -0.675
N 0.218369 -3.063825 4.478863 0.2 -0.3 0.1 0.049
C 0.381945 -2.297269 3.339433 -0.3 0.0 0.4 0.182
O 0.910868 -2.744962 2.323666 -0.4 0.5 0.7 -0.601
N -0.138316 -1.044607 3.455171 -0.5 -0.6 -1.4 -0.095
C -0.697493 -0.426003 4.517528 -0.4 0.9 0.4 -0.085
O -1.079267 0.751184 4.408479 0.3 -1.5 0.2 -0.685
H -2.724876 0.482934 7.443662 0.0 0.0 -0.2 0.236
H -4.136971 -0.294229 6.762434 0.0 0.0 0.0 0.434
H -3.110043 0.672589 5.698362 0.1 0.0 0.2 0.252
H -2.374444 -1.925342 7.141548 0.2 0.0 -0.4 0.433
H -2.845593 -1.825225 5.437055 0.2 0.0 0.2 0.380
H -0.029614 -1.026559 7.855349 0.0 0.1 -0.4 0.369
H 1.174137 -0.749585 6.590216 -0.2 -0.1 0.1 0.389
H -0.851389 1.375845 7.454283 0.2 -0.1 -0.2 0.202
H 0.856219 1.253730 7.859676 0.0 -0.1 0.0 0.433
H 0.390106 1.529377 6.187965 -0.2 0.0 0.1 0.109
H 0.565410 -4.020776 4.423077 -0.2 0.4 0.3 0.314
```
Forces are in eV/Å.

F_max in Eh/bohr: 0.0949
Energy in hartree: -2790.9800
HOMO energy in eV: -5.65
LUMO energy in eV: 0.293